(1)
ORCA calculation (ωB97M-V/def2-TZVPD) on a 2-piece molecular cluster, C52H54N3OSi overall at a distorted geometry.

XYZ file:
```
111
Properties=species:S:1:pos:R:3
H -2.969 -2.828 2.742
H 6.310 -0.032 5.576
C -5.278 -4.983 -1.762
C -5.083 -0.309 3.483
C 4.329 -0.693 3.853
C 0.707 -2.822 -2.854
H 3.908 -0.068 1.822
H 9.595 -1.514 3.314
N 3.587 2.607 3.214
H 5.632 -1.876 1.807
C -3.783 -0.175 -4.166
C 0.737 -1.092 -4.507
C -4.035 2.273 -0.796
H 8.725 -0.413 5.329
C -3.884 -2.654 -2.301
C -1.243 -1.484 -3.217
C -4.605 -4.841 -2.960
H -2.392 3.095 -2.013
H 4.283 -0.230 -0.597
C 2.416 0.623 -1.163
C 8.535 -1.358 3.428
C 4.529 1.642 2.937
H 2.392 -2.372 -4.085
H 1.951 2.697 -3.784
C 2.181 2.103 3.298
C -3.903 -3.681 -3.223
H 8.049 -2.240 1.550
H -0.030 2.722 -2.223
C 8.046 -0.743 4.560
C 1.375 -0.329 2.899
N 2.344 0.620 3.055
H 5.070 4.057 3.267
H -4.482 -2.034 -0.351
H 3.704 4.359 4.353
H -2.001 2.966 -0.296
H -4.666 2.917 -1.422
H 1.250 3.820 2.337
C -3.985 1.838 -5.449
C -2.541 2.483 -1.117
H -1.127 -3.031 -1.769
C -0.963 -1.056 2.901
H 1.206 -3.622 -2.330
H 5.527 0.823 -2.436
H -3.351 -3.578 -4.142
C 7.666 -1.769 2.440
H -4.629 -5.639 -3.685
H -0.287 -0.136 -1.240
O 5.721 1.818 2.795
C 2.464 2.059 -3.085
N -1.952 1.137 -1.345
H 4.112 -0.322 4.859
C 3.792 0.320 2.842
H -5.742 -4.091 0.121
C 6.309 -1.567 2.585
C -2.985 0.073 -1.224
H -3.794 2.892 -5.567
H -5.013 1.660 -7.310
C 0.027 -0.106 3.071
H -0.270 0.875 3.381
H -5.475 -0.737 -7.024
H -5.355 -2.393 3.104
H 1.825 2.577 1.229
H 0.345 2.324 2.140
H -2.149 1.320 3.457
H -4.940 0.643 -1.949
C 1.374 -2.117 -3.836
H 1.713 -1.311 2.625
C -2.352 -0.796 3.080
C 3.811 1.819 -3.230
H -2.991 1.690 -3.558
H 2.289 1.975 5.445
C 5.803 -0.949 3.718
H -1.072 0.031 -4.701
C -4.491 -0.857 -5.132
C 1.347 2.744 2.192
H -4.259 2.543 0.244
C -0.597 0.873 -1.441
C 1.735 1.468 -2.044
C -4.676 1.148 -6.423
H 3.785 -1.639 3.759
H -0.672 -2.054 2.628
H -4.516 1.720 3.821
H -6.132 -0.125 3.651
C -5.233 -3.973 -0.823
C 6.689 -0.537 4.703
H 0.639 1.936 4.834
C -2.833 0.495 3.382
H 3.518 4.600 2.603
C 3.768 0.400 -1.304
H 1.529 3.455 4.870
C -0.572 -0.777 -4.195
C -3.304 -1.831 2.973
C -4.338 0.776 -1.043
H -2.727 -0.554 -0.367
C 1.620 2.384 4.690
C -4.172 0.727 3.581
H -4.700 -1.903 -4.996
C 3.988 3.989 3.370
C 0.319 1.762 -1.885
C -4.533 -2.812 -1.092
C 4.468 0.996 -2.334
C -0.600 -2.500 -2.543
H 1.884 0.185 -0.337
C -3.539 1.172 -4.324
H -4.921 0.328 -0.229
C -4.933 -0.200 -6.263
H -5.838 -5.882 -1.559
H 4.356 2.275 -4.041
Si -2.991 -1.074 -2.738
C -4.643 -1.586 3.175
H 1.263 -0.537 -5.267
```

The LUMO energy comes out at -4.81 eV. The net charge is +1. Its total energy is -69190.5899 eV. The HOMO energy comes out at -0.332 Ha. The spin multiplicity is 1.

Here are the Löwdin charges for atoms 1 to 6, given in e: 0.120, 0.113, -0.081, -0.040, -0.083, -0.081



(2)
ORCA calculation (ωB97M-V/def2-TZVPD) on a 2-piece molecular cluster, C52H56N3O overall at a distorted geometry.

XYZ file:
```
112
Properties=species:S:1:pos:R:3
H 0.576 2.650 0.865
H 3.864 -0.330 -0.493
H -4.323 -2.150 1.299
H 0.779 5.006 0.225
H 0.512 4.004 -5.901
N 2.517 1.759 -1.392
H 0.489 -2.159 -1.691
C -1.173 4.165 -3.835
C -5.064 -7.296 6.636
C -5.960 -6.130 4.238
N 2.151 1.197 -0.220
H 2.729 -1.697 -5.415
H -3.101 -7.318 5.680
H 6.253 -0.931 -0.801
H -1.189 -2.334 4.276
C 4.525 -0.389 0.379
H 1.923 2.628 -7.426
C -4.747 2.591 1.352
C -2.627 1.717 2.127
C 0.664 0.488 -1.684
C 0.397 -0.167 0.773
H -2.331 -2.480 -4.955
O -3.647 -6.071 3.490
H -7.126 -7.176 7.278
H -1.586 1.860 2.429
C 4.026 0.707 1.317
C -5.337 1.331 1.530
C 2.879 1.459 1.008
H 4.716 -2.541 0.296
C -1.752 -1.868 -4.260
C 3.284 -0.209 -3.932
C -3.401 2.786 1.708
H 5.590 0.377 2.751
N 1.552 1.372 -2.272
C 1.050 3.132 -5.522
H 5.139 0.908 -4.040
H 1.136 5.615 -3.691
C -6.417 -6.978 6.471
C 1.831 2.354 -6.374
H 2.682 -0.687 -3.145
H 0.180 2.904 3.356
H -5.337 3.421 0.965
C -2.710 -2.036 2.761
C -1.915 -0.475 -4.250
H -0.041 3.145 -2.324
H 6.665 -0.138 0.743
H -7.920 -6.189 5.123
H 0.493 5.510 -2.029
C -4.148 -3.983 2.370
C 1.646 1.701 -3.679
C 4.696 0.961 2.515
C 2.511 1.240 -5.880
H 4.167 -2.115 -4.463
C -0.254 -0.297 -2.480
C -4.587 0.269 2.021
C 4.219 1.926 3.402
H -0.766 -3.568 -3.346
C -3.783 -2.679 2.080
C 1.654 4.485 0.635
C 0.956 2.820 -4.165
C -4.610 -6.434 4.439
H -1.259 -0.446 2.703
C 0.164 3.731 -3.229
H 3.123 0.633 -6.554
H -1.335 1.382 -3.301
C -1.185 0.303 -3.362
C -0.880 -2.482 -3.356
C 0.998 4.948 -2.826
H 4.756 2.121 4.333
H 2.293 4.166 -0.200
C 5.957 -0.141 -0.097
H -2.971 3.788 1.676
H -0.603 4.113 2.319
C 3.638 -1.290 -4.955
H 2.228 5.196 1.249
H -1.724 3.307 -4.239
C -3.171 0.394 2.207
H -0.464 -0.796 0.593
C -4.159 -7.066 5.602
C -2.328 -4.119 3.989
C -3.396 -4.712 3.296
H 1.991 4.648 -2.466
H -6.278 -5.678 3.296
H 4.945 -1.865 1.929
H 5.152 -0.411 -2.834
H 2.662 3.377 3.807
H 4.269 1.103 -2.508
C -2.004 -2.806 3.729
H -1.795 4.641 -3.067
C -0.165 -1.713 -2.442
C 4.536 0.378 -3.287
H 6.031 0.825 -0.613
C -2.308 -0.688 2.518
C 2.398 2.438 1.892
H -1.784 -4.714 4.723
C 3.063 2.646 3.101
H -1.010 4.889 -4.645
H -6.398 1.189 1.312
H -5.088 -0.660 2.285
C 0.367 3.743 2.674
C -6.862 -6.418 5.268
C 0.976 0.431 -0.330
H 3.311 -1.972 1.230
H -4.701 -7.728 7.569
C 4.366 -1.776 1.000
H -5.005 -4.450 1.880
H 0.869 4.545 3.231
H -2.624 0.000 -4.932
H 0.873 0.006 1.734
C 2.442 0.914 -4.523
H 4.286 -0.882 -5.741
C 1.209 3.295 1.486
```

The LUMO energy comes out at -5.21 eV. The net charge is +1. Its total energy is -61342.0660 eV. As for the energy relative to the best compared isomer or geometry (same formula, charge and spin): 282.0 kJ/mol. The HOMO energy comes out at -0.310 Ha. The spin multiplicity is 1.

Here are the Löwdin charges for atoms 1 to 6, given in e: 0.114, 0.108, 0.116, 0.075, 0.117, 0.189



(3)
ORCA calculation (ωB97M-V/def2-TZVPD) on C52H57CaIN6O2PS2Si as an isolated structure at a distorted geometry.

XYZ file:
```
123
Properties=species:S:1:pos:R:3
O 0.469 -0.803 2.323
C -0.395 -5.780 1.697
C -1.332 5.347 -2.987
H -3.199 -7.463 0.809
H 0.250 4.167 -2.137
C -1.564 -0.681 -4.494
H 1.500 7.484 -4.562
C 2.201 -4.050 -0.538
H 3.049 0.663 4.948
H 0.984 4.178 4.193
H -1.318 -7.582 2.411
O 2.321 1.637 -0.839
N 3.684 1.659 3.227
H -0.180 2.020 4.119
N 1.846 2.344 4.678
C -5.727 -1.972 4.639
H 3.855 2.219 5.229
H 2.051 5.526 -3.145
C 1.891 -0.168 -7.024
C 0.893 -0.975 -4.984
H -6.423 -2.621 5.159
C 1.521 3.112 1.837
H 2.762 -0.028 -7.652
C -5.038 -2.458 3.498
C 1.953 3.685 4.227
C -2.512 -5.640 -0.097
C -3.533 2.315 4.183
C 2.267 -3.518 -1.832
C 0.452 -3.297 4.936
H -1.600 -3.826 -0.803
H -5.208 -3.470 3.155
H -2.423 4.552 -1.300
C 0.708 6.891 -4.121
C -5.516 -0.697 5.067
C 3.116 -5.058 -0.200
H 2.979 -1.152 -5.456
H -0.871 8.063 -4.980
H -2.950 1.205 -5.446
H 4.538 3.552 3.343
C -2.826 1.830 3.044
H 2.683 4.718 2.558
C -2.435 -6.695 0.804
C -4.606 0.162 4.391
P 1.131 1.288 2.160
H 3.349 -0.186 -0.953
C -4.395 1.495 4.843
H 1.560 -2.747 -2.130
H -6.044 -0.316 5.935
C 0.644 0.272 -7.452
C 2.026 -4.030 3.209
S -0.372 -0.299 -1.729
C 1.644 -2.892 2.270
N -2.300 3.095 -2.763
H -2.442 -0.946 -5.083
C -1.395 0.859 -2.547
Ca -1.236 0.048 0.978
H 4.134 2.993 1.691
H -2.672 6.690 -3.985
H 2.647 4.255 4.844
H 0.759 0.580 4.457
C 2.011 -0.798 -5.791
C 0.798 1.557 3.976
C 1.016 5.791 -3.324
C -0.471 0.089 -6.644
H 4.764 -6.284 -0.828
H 3.084 -5.521 0.782
N 2.507 3.744 2.799
H 0.985 -1.452 -4.014
C -1.633 6.440 -3.792
N -1.898 0.549 -3.768
H -1.454 3.001 -4.694
C 3.216 -3.961 -2.751
H -3.392 3.335 4.526
Si 0.878 -3.439 0.629
C -1.531 -4.651 -0.096
H 1.442 1.245 -0.985
C -3.888 -0.289 3.251
C 4.068 -5.502 -1.110
H 3.037 0.601 -2.511
N 0.811 -1.947 3.014
C 1.463 -4.203 4.413
C 4.121 -4.950 -2.386
C -2.433 4.496 -2.384
H -1.444 0.416 -6.998
C -2.955 0.549 2.546
H 2.909 -0.222 2.769
C -2.874 1.438 -4.387
C -0.458 -4.706 0.804
H -1.391 -1.472 -3.773
H -3.858 1.297 -3.933
H -3.400 4.855 -2.738
C -2.416 2.848 -4.192
C 2.893 0.778 2.335
H -3.341 -5.582 -0.794
H 2.769 -4.735 2.851
C -0.358 -0.527 -5.398
H -0.074 -3.473 5.860
H -3.135 3.553 -4.611
H 0.598 3.694 1.890
H -2.167 2.544 2.538
C -0.621 7.215 -4.355
C 0.007 5.026 -2.757
H 4.243 1.271 -1.404
H 0.538 0.751 -8.418
H 2.555 -2.364 1.930
C 3.148 1.685 4.591
H 4.860 -5.298 -3.097
H 0.413 -5.837 2.420
H 3.247 -3.536 -3.748
C 3.271 0.782 -1.457
H -0.543 -1.450 4.461
I -3.215 -2.460 1.169
C 3.833 2.984 2.736
S -1.234 2.574 -0.364
C -1.691 2.168 -1.975
C 0.189 -2.201 4.187
H 1.934 3.198 0.830
C -1.376 -6.764 1.702
H 0.267 -2.279 -0.075
H 3.356 0.730 1.348
H 1.770 -5.056 5.010
C -4.166 -1.637 2.849
H -4.942 1.844 5.714
```

The LUMO energy (alpha / beta) comes out at -0.27 / -0.28 eV. The net charge is 0. Its total energy is -133259.3426 eV. As for the energy relative to the best compared isomer or geometry (same formula, charge and spin): 50.4 kJ/mol. The HOMO energy (alpha / beta) comes out at -0.214 / -0.215 Ha. The spin multiplicity is 2.

Here are the Löwdin charges for atoms 1 to 6, given in e: -0.544, -0.076, -0.209, 0.100, 0.083, -0.140



(4)
ORCA calculation (ωB97M-V/def2-TZVPD) on a 10-piece molecular cluster, C52H57ClN4O12 overall at a distorted geometry.

XYZ file:
```
126
Properties=species:S:1:pos:R:3
C -4.469 3.893 -0.053
H -5.260 5.078 2.674
H -5.287 -0.458 -0.721
C -2.793 -4.534 -2.550
H -0.528 1.909 2.637
C -5.765 2.967 1.715
Cl 0.262 0.586 3.924
H -6.200 2.991 2.638
C -3.494 -3.950 -0.245
H 3.200 0.443 0.774
H -0.233 -6.117 1.034
H 1.947 -2.051 -1.855
H -0.239 4.916 -1.820
H 6.290 0.370 1.844
H -3.817 -3.425 -4.206
H 3.618 2.810 4.367
H 1.048 -5.034 -3.710
C -0.367 3.196 1.255
H -4.127 2.606 -1.848
H -5.093 -2.208 -2.669
C 5.895 3.802 3.839
H 2.963 0.043 -2.147
H 3.791 4.509 -5.693
C 3.380 0.850 -1.337
H 0.753 0.679 1.046
C -0.035 -3.088 2.772
C 0.709 -0.172 0.426
C 7.117 2.194 2.484
O 2.107 5.730 -1.190
C 1.536 -4.863 0.970
H 3.140 -3.485 1.545
N 0.361 -3.213 -3.956
C -3.706 -3.582 -3.038
H 4.300 2.765 -3.717
H -4.432 0.986 5.899
H 5.321 1.470 -8.366
C 5.620 1.099 -6.256
O -3.845 -2.318 2.792
H 3.764 -2.359 -5.654
H -1.626 -6.032 -3.057
H 1.918 -2.166 2.863
C -5.016 1.497 -0.342
H 2.989 1.025 3.589
C -6.274 0.512 4.857
H 3.401 -4.572 -4.685
C 1.332 4.795 -0.475
C 4.911 1.581 3.261
O -1.100 2.338 1.911
C -0.575 -4.352 2.147
C -4.661 -1.528 3.547
H -0.009 -1.153 -4.373
H 1.975 -6.456 -0.029
C 3.045 0.004 -0.215
C 0.156 -5.215 1.308
C 1.379 -1.679 -1.088
O 2.287 -5.583 0.145
H -1.549 3.326 -0.328
H 2.170 -0.685 -5.295
C 1.944 -1.598 -4.928
H 2.784 1.802 -1.706
C 5.184 1.830 -7.351
H -0.820 -1.498 3.496
C -2.664 -4.879 -1.196
C -4.487 2.696 -0.778
H -6.417 0.799 1.195
H -4.011 4.812 -0.465
O -0.956 -2.357 3.370
H -6.274 -1.958 2.489
H 4.566 1.062 -1.450
H -0.715 -2.486 -1.202
O -4.965 -2.024 0.020
C -6.774 -0.278 3.847
N 5.317 1.444 -4.960
H -1.847 -0.460 1.510
O -7.006 1.457 5.390
C -4.435 -2.847 -2.097
C 2.725 -3.799 -4.437
C -0.732 3.678 -0.023
H -6.797 2.028 6.089
O -5.194 5.218 1.804
C -5.184 4.034 1.104
C 0.032 -1.807 -0.925
C 0.031 4.546 -0.869
C 0.772 -1.937 -4.344
N 1.754 -0.732 -0.244
H 5.738 4.762 4.432
H -2.993 -2.467 3.289
H 1.602 3.407 2.490
C 1.935 4.391 0.797
C 2.912 -2.653 -5.056
C 6.031 1.251 2.502
N -0.383 -0.999 0.125
H 2.713 6.076 -0.577
C -4.037 -0.775 4.499
C 4.219 3.498 -5.798
C -5.654 1.535 0.966
O 3.883 0.606 3.334
O 8.168 4.302 3.192
C 4.772 2.790 3.975
C 1.265 -2.910 2.465
H -8.011 -0.110 3.565
O -5.079 0.405 -1.080
C -5.012 0.370 5.219
C 0.935 3.445 1.624
H 7.933 5.250 3.289
H -3.255 -4.433 0.893
H -4.899 -2.286 0.971
H 3.835 -0.639 -0.256
C 7.153 3.451 3.237
C 1.441 -4.082 -3.864
C 4.499 3.073 -7.132
C -1.804 -0.701 0.469
H 7.967 1.977 1.693
C -4.345 -2.944 -0.730
H -1.593 -4.896 2.524
C 4.640 2.612 -4.773
C 2.134 -3.838 1.633
H -2.239 -0.215 -0.378
H -3.024 -0.881 5.036
H 6.030 0.135 -6.385
C -6.023 -1.419 3.313
H -2.133 -5.549 -0.767
H 3.936 3.590 -7.892
O -1.990 -5.297 -3.401
H -2.203 -1.723 0.693
H 2.923 4.485 1.208
```

The LUMO energy comes out at 0.14 eV. The net charge is 0. Its total energy is -97885.5115 eV. As for the energy relative to the best compared isomer or geometry (same formula, charge and spin): 28.0 kJ/mol. The HOMO energy comes out at -0.286 Ha. The spin multiplicity is 1.

Here are the Löwdin charges for atoms 1 to 6, given in e: -0.027, 0.027, 0.054, -0.306, -0.076, 0.059



Among the records above, which one has the highest spin multiplicity?
C52H57CaIN6O2PS2Si



The lowest total energy belongs to which entry?
C52H57CaIN6O2PS2Si



Which value of spin multiplicity does entry 2 give?
1



The highest total energy belongs to which entry?
C52H56N3O